[1]
Here is a single C9H18OSi molecule at a distorted geometry from OMol25. Energies are from wB97M-V/def2-TZVPD.

```
29
Properties=species:S:1:pos:R:3:forces:R:3
C -1.9169 1.6871 -0.3860 -0.3386 1.3921 -0.9910
C -2.6574 1.9248 0.6397 -1.1049 0.1150 1.7145
C -0.8722 1.2987 -1.3732 -2.6443 -1.8033 0.6727
C -0.2786 0.0159 -0.8601 0.2718 -1.0546 0.0858
C 1.2045 -1.3023 1.3871 1.8176 -0.1078 -0.3099
C 1.3195 1.7222 1.1872 0.1197 -1.1496 -0.9708
C 2.6330 -0.1548 -1.1134 -1.2115 1.0869 -0.2368
C -1.1024 -1.2613 -1.2442 1.9385 1.6648 0.0430
C -2.2731 -1.5230 -0.4100 -2.9794 -0.0853 0.0778
O -2.0181 -1.8397 0.9271 0.5597 0.4836 0.3840
Si 1.2659 0.0604 0.1729 -0.6851 0.9458 -0.1169
H -2.6213 1.2458 1.5429 0.0924 0.3458 -0.5795
H -3.4441 2.7442 0.8686 1.2935 -1.0328 -0.9444
H -1.3394 0.9475 -2.3162 -0.1670 0.8833 0.1639
H -0.3209 2.1812 -1.5610 1.3286 0.5930 -0.1128
H 2.2061 -1.3617 1.8464 -0.3039 -0.3213 -0.0920
H 0.4917 -1.3622 2.1417 -1.3129 0.6827 1.5327
H 0.9747 -2.1904 0.8543 0.3211 -1.1697 -0.7530
H 1.6540 2.5878 0.6405 -0.3751 0.4698 -0.5053
H 0.3498 1.8673 1.6651 0.0548 0.1875 -0.0988
H 2.0754 1.6409 1.9427 0.3724 -0.3743 0.7360
H 2.2140 0.0935 -2.1030 0.1003 0.4228 0.3916
H 3.4166 0.5221 -0.8694 0.9037 0.6185 -0.0624
H 3.0459 -1.0987 -1.3015 0.5794 -1.6609 0.3505
H -0.4619 -2.0898 -1.2615 1.1233 -1.3817 -0.0506
H -1.4518 -1.0982 -2.2343 -0.3619 0.0415 -1.1624
H -2.8168 -0.5792 -0.4806 -0.6307 -0.0101 0.3244
H -3.0110 -2.2936 -0.7147 0.8571 0.1999 -0.6007
H -1.6306 -1.0034 1.1896 0.3816 0.0186 1.1104
```
Forces are in eV/Å.

Summary:
Spin multiplicity = 3
HOMO (alpha / beta) = -6.8 / -9.7 eV
Total charge = 0
Electronic energy = -19544.9083 eV

[2]
Here is a molecular structure, C12H8 at a distorted geometry from OMol25. Energies are from wB97M-V/def2-TZVPD.

```
20
Properties=species:S:1:pos:R:3:forces:R:3
C 0.9419 2.2946 -0.0827 0.6033 4.8989 0.9068
C -0.4734 2.4417 -0.0365 0.7331 3.2052 2.8154
C -0.9992 1.1412 -0.0882 -0.0079 -5.1663 -1.3089
C -2.2737 0.5724 -0.0213 0.5196 1.7460 0.6663
C -2.5157 -0.8588 -0.0463 -3.1842 2.8463 -0.7543
C -1.5398 -1.6968 -0.0390 5.7090 0.2168 -0.8177
C -0.1432 -1.2640 -0.2031 2.8071 2.9518 0.5515
C 1.1045 -2.0055 -0.0518 -3.8531 -1.7170 1.7657
C 2.2629 -1.3019 0.0669 1.9286 0.0264 -0.1383
C 2.3638 0.1210 -0.0345 5.8681 -1.1090 -1.1168
C 1.3364 0.9253 -0.1052 -2.9511 -0.4891 -1.3327
C 0.1985 0.1719 -0.2783 -7.7531 -1.0824 1.3798
H 1.8333 3.1615 0.0260 -2.9673 -2.2812 -0.2759
H -1.2815 3.3755 0.5270 3.1664 -2.6439 -2.4257
H -3.0432 1.3153 0.2748 -0.0505 -0.8463 -0.6599
H -3.4710 -1.3887 -0.2520 0.0573 1.3471 0.9017
H -1.7703 -2.6796 0.0810 -0.1816 -2.9320 -0.0701
H 0.8224 -3.0902 0.3070 1.7092 1.7759 -1.0926
H 3.2477 -1.7833 0.2445 -0.9654 0.0113 -0.2227
H 3.3995 0.5486 -0.2881 -1.1875 -0.7587 1.2284
```
Forces are in eV/Å.

Summary:
Spin multiplicity = 1
HOMO = -8.3 eV
Total charge = 0
Electronic energy = -12569.2794 eV

[3]
Here is 16 unconnected molecules or ions with the total composition C36H110N22O16 at a distorted geometry from OMol25. Energies are from wB97M-V/def2-TZVPD.

```
184
Properties=species:S:1:pos:R:3:forces:R:3
C -23.5963 -19.1046 -18.0593 -0.3012 -0.3167 0.3727
C -23.9089 -19.0117 -16.5704 0.2399 -0.2778 0.4659
O -22.8467 -19.4193 -15.7323 0.8955 0.3472 0.2959
H -22.6064 -18.6983 -18.2671 -0.2044 0.5664 0.0965
H -24.4070 -18.5582 -18.5414 0.2917 0.0088 -0.5321
H -23.5263 -20.1110 -18.4721 -0.4242 -0.2272 0.2311
H -24.7645 -19.5567 -16.1715 -0.5784 -0.1324 -0.8869
H -24.1127 -17.9672 -16.3346 0.2314 0.0782 0.0878
H -22.6869 -20.3621 -15.8172 -0.1447 -0.0578 -0.1263
C -19.1419 -13.8785 -22.7619 0.3891 -0.5389 0.8648
C -18.7542 -15.3586 -22.7659 -1.2102 0.3607 -1.8648
O -17.6528 -15.7078 -21.9904 0.4417 0.2085 0.4490
H -19.4421 -13.6290 -21.7442 -0.0118 0.4063 -0.0400
H -19.9777 -13.6933 -23.4367 -0.0198 -0.1954 0.0476
H -18.3138 -13.2440 -23.0777 0.0550 -0.0450 0.1228
H -18.5772 -15.5947 -23.8152 0.3627 -0.1686 -0.3327
H -19.6234 -15.9760 -22.5390 -0.2566 0.0411 0.5011
H -17.4664 -16.6185 -22.2303 0.2535 -0.0815 0.2575
C -15.3244 -22.9270 -7.4192 -1.5494 1.2128 1.4124
O -15.9621 -22.4561 -6.5237 -1.9852 1.0890 2.4512
N -15.8481 -23.1939 -8.5692 -2.8085 -0.7611 -3.4835
N -14.0743 -23.1044 -7.3492 6.5246 -1.3714 0.1780
H -16.8325 -22.9781 -8.5023 -0.0144 -0.4422 -0.9814
H -15.4010 -23.7006 -9.3198 -0.4712 0.2050 0.1854
H -13.6291 -23.5359 -8.1465 0.4968 0.1762 0.5585
H -13.5674 -22.9299 -6.4932 -0.1846 -0.1217 -0.3407
C -11.3522 -17.1295 -24.6597 3.2801 1.1293 -1.2691
O -10.1828 -16.9392 -25.0100 -0.5570 -0.4509 0.2271
N -12.2305 -16.1440 -24.6645 -1.8788 2.9681 -0.0550
N -11.8665 -18.2624 -24.2703 -1.5576 -3.3580 1.2441
H -11.8910 -15.2246 -24.9086 -0.0636 -0.3184 0.0369
H -13.2271 -16.2450 -24.5352 0.3723 -0.1032 -0.0371
H -12.7593 -18.2232 -23.7998 0.2678 -0.3789 -0.1244
H -11.3742 -19.1443 -24.2640 0.1404 0.5107 -0.0105
C -13.1872 -31.6042 -20.0893 -2.1042 -2.2443 -4.6128
O -14.0220 -32.0338 -20.9095 0.9465 0.4848 0.3445
N -11.9005 -31.5610 -20.2944 3.1263 -0.2911 -1.0397
N -13.5398 -31.1473 -18.9616 -2.6839 2.3218 5.5553
H -11.5888 -31.8609 -21.2071 0.4093 0.0753 0.4681
H -11.3189 -31.1972 -19.5531 0.3363 -0.1898 -0.7994
H -12.9200 -30.9195 -18.1973 -0.2713 0.0485 -0.3262
H -14.5231 -30.9291 -18.8867 0.2220 -0.2180 0.4029
C -21.5791 -26.0752 -12.6220 -0.4298 4.1719 -4.9899
O -21.6404 -25.3465 -13.6441 0.2034 -0.8417 1.5059
N -21.2076 -27.3009 -12.6243 1.3010 -4.4872 -0.2538
N -21.8828 -25.7003 -11.4175 -1.0397 1.5875 2.7750
H -21.3408 -27.7103 -11.7106 0.7042 -1.2959 -0.9982
H -20.8223 -27.7396 -13.4485 -0.2876 -0.1081 0.4696
H -22.0773 -24.7189 -11.2796 -0.0870 -0.4763 0.5944
H -21.7561 -26.4450 -10.7470 -0.3620 1.4619 0.8910
C -9.1328 -24.9808 -20.7275 0.1079 2.3550 -2.6695
O -8.9752 -24.0024 -21.4272 -0.4875 0.6781 -0.3959
N -10.0515 -25.8933 -20.7601 -4.7939 -3.5244 -1.1597
N -8.3186 -25.3510 -19.8138 5.6156 -0.5188 4.8208
H -9.7823 -26.7723 -20.3417 -0.6561 0.1542 -0.3803
H -10.8189 -25.9453 -21.4148 0.3641 0.3835 -0.0249
H -8.4318 -26.1946 -19.2700 0.1032 0.5021 -0.1326
H -7.4476 -24.8557 -19.6862 -0.2598 -0.0233 -0.0834
C -11.5955 -27.4384 -13.3374 -0.3738 1.9038 2.8804
O -11.9720 -26.5983 -12.4995 0.1984 -1.2249 -1.3733
N -11.6399 -27.3292 -14.6398 -0.7104 2.3484 -3.8607
N -11.0605 -28.6142 -13.0605 1.4482 -2.9310 2.1961
H -11.8063 -26.3901 -14.9720 -0.0669 -0.1737 -0.2201
H -11.0930 -27.9250 -15.2448 -0.3081 0.1731 0.2245
H -10.3700 -28.9739 -13.7037 -0.2238 -0.1401 0.3351
H -10.8977 -28.8273 -12.0867 0.0305 0.0660 -0.1606
C -7.0336 -20.8141 -13.8233 -0.7257 5.0598 -0.2405
O -7.2415 -19.7544 -14.3992 0.0869 0.0996 -1.2558
N -7.3609 -21.9861 -14.2093 -1.0063 -4.6367 -1.8168
N -6.5711 -20.7755 -12.6005 1.7137 -0.2692 3.5295
H -7.1693 -22.7200 -13.5423 -0.3610 -0.3571 -0.8895
H -7.7493 -22.1430 -15.1283 0.1199 -0.0887 0.3994
H -6.2768 -19.8842 -12.2275 -0.1159 -0.4180 -0.0181
H -6.4722 -21.6375 -12.0834 0.2820 0.6184 0.3004
C -16.1676 -27.5527 -25.7916 4.9487 4.4035 2.1200
O -15.4475 -26.8314 -25.0533 -0.7184 -1.2813 -1.1575
N -16.0073 -27.7808 -27.0411 2.3138 0.5987 -5.1181
N -17.1785 -28.1834 -25.4232 -6.4441 -3.7166 4.9195
H -15.2297 -27.2975 -27.4677 -0.4673 -0.2750 -0.6576
H -16.7074 -28.3521 -27.4924 0.9873 0.3374 -0.6492
H -17.1389 -28.4714 -24.4560 -0.8457 0.0788 -0.0803
H -17.8368 -28.5936 -26.0702 0.2378 -0.1475 0.6428
C -24.3999 -23.6538 -31.7997 -1.7475 -1.2217 0.5210
C -23.3246 -22.7187 -32.1982 -0.0296 1.1079 1.2962
C -22.4374 -22.1154 -31.0225 -2.1900 -0.5286 -0.8895
O -21.8893 -23.1690 -30.2403 -0.0272 0.1422 -0.5413
C -21.3674 -22.6623 -29.0361 -0.3190 1.0280 0.1473
N -22.5292 -23.3619 -33.1639 1.3868 -0.6178 -0.7321
H -24.2081 -24.6268 -31.3474 0.9493 0.1780 0.2472
H -24.8552 -23.9494 -32.7449 -0.3830 0.1647 0.0122
H -25.1607 -23.2044 -31.1614 -0.0750 0.2381 -0.0327
H -23.9027 -21.9750 -32.7466 0.3322 0.9157 0.4720
H -23.1564 -21.5308 -30.4486 0.1193 0.1839 0.5787
H -21.7057 -21.4189 -31.4318 0.4252 -0.1409 0.0058
H -20.5181 -22.0020 -29.2117 0.5056 -0.2508 -0.0958
H -21.1344 -23.4223 -28.2903 -0.0029 -0.2279 -0.4735
H -22.1075 -21.9790 -28.6197 -0.2733 -0.0783 0.4510
H -21.8198 -23.7397 -32.5523 0.8403 -0.7300 -0.7503
H -22.1082 -22.6363 -33.7263 0.4909 -0.1644 -0.2121
C -21.1335 -7.9327 -14.4990 -0.1452 0.0178 -1.0758
C -20.7119 -9.1596 -13.6922 0.3046 -1.2047 -1.1158
C -19.9033 -10.2006 -14.5754 0.0096 0.8248 0.4147
O -19.6275 -11.4179 -13.8685 0.3355 0.4501 -0.6494
C -19.0592 -12.4347 -14.6977 -0.5888 -1.0145 0.4145
N -19.9713 -8.7512 -12.5208 0.3914 -0.2249 0.1864
H -21.8268 -7.2257 -14.0434 0.1605 -0.2522 0.7054
H -21.6508 -8.1814 -15.4256 -0.0971 -0.4984 -0.1010
H -20.2843 -7.3446 -14.8467 0.3056 -0.0762 0.3549
H -21.5583 -9.7991 -13.4418 -0.5985 0.2989 0.2327
H -18.9476 -9.7931 -14.9050 0.1557 0.3105 -0.0557
H -20.5039 -10.3891 -15.4653 -0.1542 -0.1715 -0.1083
H -18.3382 -12.2249 -15.4878 0.1338 1.1445 0.1947
H -19.8409 -12.9997 -15.2054 -0.3904 0.0974 -0.0803
H -18.5704 -13.1692 -14.0576 -0.0068 0.2127 0.2889
H -20.6130 -8.6245 -11.7512 -0.0081 0.1792 0.1448
H -19.3781 -9.5248 -12.2567 0.1976 -0.0963 0.2500
C -10.9763 -12.8940 -17.6903 0.9017 -1.1229 1.6190
C -11.2131 -11.4281 -17.6924 2.1796 1.0069 -0.8607
C -9.8500 -10.6287 -17.6932 -1.3142 0.1472 1.1614
O -9.2864 -10.4983 -16.3933 0.5630 -0.8175 -0.0015
C -9.8627 -9.5368 -15.5608 -0.4345 0.4028 -0.1016
N -11.8114 -11.1544 -18.9839 -1.0918 0.6134 -0.3837
H -10.1644 -13.1028 -18.3870 -0.3609 -0.1209 -0.5929
H -11.8817 -13.4619 -17.9046 0.1265 -0.0937 -0.0902
H -10.5247 -13.2780 -16.7756 -0.3108 0.0087 0.4527
H -11.7878 -10.9644 -16.8906 -0.3525 -0.4875 -0.0220
H -10.1271 -9.6374 -18.0516 0.2421 0.1787 -0.3364
H -9.0883 -11.0899 -18.3218 -0.1119 -0.0265 -0.0516
H -9.3090 -9.4318 -14.6278 0.3449 -0.1810 -0.2532
H -10.8852 -9.7647 -15.2595 -0.2744 -0.2169 -0.0959
H -9.8894 -8.5770 -16.0766 0.0296 0.3145 0.0290
H -11.3392 -11.7355 -19.6618 0.4733 0.1275 -0.3115
H -12.7033 -11.6273 -18.9504 -0.6115 0.2639 -0.1590
C -26.7628 -26.2635 -24.4318 -0.5998 1.8134 -1.5513
C -25.8209 -26.2568 -23.2661 -1.6565 0.4386 0.5629
C -26.4911 -25.6937 -22.0099 -1.0067 0.4252 1.0006
O -26.9082 -24.3265 -22.1590 1.0742 0.2487 -1.4051
C -27.8518 -23.8576 -21.2386 -0.1759 -1.0489 0.2341
N -25.3582 -27.6307 -23.1765 1.3094 0.2370 0.8161
H -26.2326 -26.6206 -25.3146 0.0532 0.0232 -0.1363
H -27.1045 -25.2554 -24.6666 0.0390 0.2238 -0.1202
H -27.6923 -26.8320 -24.4018 0.1776 -0.4258 0.8023
H -24.9844 -25.5800 -23.4402 0.2026 -0.2089 -0.3087
H -25.8658 -25.7492 -21.1188 0.4272 -0.2171 -0.0407
H -27.4083 -26.2263 -21.7582 -0.1312 -0.6501 -0.1258
H -28.1804 -22.8402 -21.4507 0.4472 -0.0456 -0.2224
H -27.4640 -23.9356 -20.2230 0.0186 0.2175 0.2611
H -28.7265 -24.5048 -21.3036 -0.4003 -0.0407 0.1804
H -26.1294 -28.2735 -23.2866 -0.2195 0.0090 0.0498
H -24.8582 -27.6472 -24.0539 0.4427 -0.9983 0.0019
C -18.2468 -23.0849 -19.6766 -1.2769 -0.0146 0.6996
C -17.1764 -22.2380 -19.0283 0.2422 -1.9361 -1.6767
C -16.4290 -23.2208 -18.0708 0.5458 1.5905 0.5168
O -15.1358 -22.6510 -17.8616 0.3410 -0.5399 0.3684
C -15.0613 -21.6561 -16.8674 0.3176 -0.4165 0.3961
N -16.2136 -21.8038 -20.0931 -0.1453 -0.4744 1.1894
H -17.8708 -24.0250 -20.0803 0.2764 0.1933 -0.2593
H -18.8732 -22.5772 -20.4100 0.2691 0.1066 -0.1199
H -18.9206 -23.3881 -18.8752 -0.3485 -0.1428 0.0484
H -17.6210 -21.3764 -18.5302 0.2594 -0.0457 0.1575
H -16.2253 -24.2281 -18.4338 -0.2667 0.1868 -0.6997
H -16.9410 -23.3696 -17.1202 -0.2022 0.2323 0.2233
H -14.0128 -21.3704 -16.7829 -0.0489 0.0335 -0.0643
H -15.3591 -22.1167 -15.9254 -0.1375 0.2589 0.3025
H -15.6499 -20.7576 -17.0527 -0.2125 -0.0369 -0.2300
H -15.3760 -22.0012 -19.5644 1.0939 1.2611 0.0499
H -16.0897 -22.6166 -20.6796 -0.7094 -0.2467 -0.9131
C -13.0423 -11.3523 -8.6152 0.3987 -0.0057 -0.7809
C -13.6810 -11.8224 -9.9563 -0.4295 -0.3256 1.5321
C -12.9031 -12.9927 -10.5638 1.1246 1.9208 -1.3957
O -13.0194 -14.1255 -9.8318 0.3030 -1.6927 1.1361
C -12.2189 -15.2206 -10.2962 -1.2921 0.0408 0.4132
N -15.0467 -12.2488 -9.6345 -0.1682 0.2451 -0.0916
H -12.0428 -10.9563 -8.7948 0.1872 -0.0652 -0.0742
H -12.9330 -12.1961 -7.9339 -0.1501 -0.0116 0.0231
H -13.5900 -10.5486 -8.1230 -0.3178 -0.2204 -0.1775
H -13.7700 -10.9801 -10.6424 0.3350 -0.1011 -0.1522
H -11.8471 -12.7342 -10.6427 0.4385 0.3746 0.0367
H -13.1962 -13.1655 -11.5993 -0.4886 -0.0302 -0.3683
H -11.1353 -15.1378 -10.2128 0.0517 0.5754 0.3450
H -12.4402 -15.4195 -11.3448 -0.1396 -0.1326 -0.1314
H -12.5907 -16.0219 -9.6575 0.3905 -0.3332 -0.3287
H -14.9874 -13.1751 -9.2364 -0.1477 -0.1692 0.1433
H -15.6008 -12.3267 -10.4753 -0.0978 -0.0663 -0.1358
```
Forces are in eV/Å.

Summary:
Spin multiplicity = 1
HOMO = -8.9 eV
Total charge = 0
Electronic energy = -104652.9401 eV

[4]
Here is a molecular structure, C10H12N5O8P2RuS from OMol25. Energies are from wB97M-V/def2-TZVPD.

```
39
Properties=species:S:1:pos:R:3:forces:R:3
Ru 1.3614 -0.1740 -0.8721 -0.1757 -0.1496 -0.3325
N -2.4333 0.2953 -1.3130 0.0767 -0.0053 -0.0527
C -2.2035 -0.0479 0.1456 0.0805 -0.0330 0.0531
C -3.5236 -0.0423 0.8993 0.0047 -0.0381 0.0130
P -1.4385 -1.7394 0.0862 0.1226 0.0684 0.0603
O -2.6704 -2.4080 -0.7650 0.0547 -0.0668 -0.0847
O -1.3304 -2.3743 1.4103 -0.0262 0.0268 -0.0236
O -0.2876 -1.5995 -0.8775 -0.1605 0.0057 -0.0775
P -1.0348 1.2537 0.7393 -0.0017 -0.1058 0.0300
O -2.0082 2.5242 0.3787 0.0685 0.0178 -0.0108
O -0.7396 1.2085 2.1806 -0.0440 -0.0174 -0.0046
O 0.0417 1.2919 -0.3212 0.1142 0.3066 -0.1095
H -2.9687 -0.4482 -1.7739 -0.0141 0.0376 -0.0167
H -1.5178 0.3782 -1.8240 -0.0204 0.0060 0.0826
H -2.9199 1.1880 -1.3923 0.0099 0.0089 -0.0141
H -4.2365 -0.7263 0.4356 0.0005 -0.0020 0.0054
H -3.9485 0.9617 0.9471 -0.0088 -0.0005 -0.0126
H -3.3343 -0.3884 1.9142 0.0110 0.0191 -0.0002
H -2.6943 -3.3607 -0.6265 -0.0432 0.0170 0.0214
H -1.7164 3.3011 0.8686 -0.0500 -0.0043 0.0119
O 1.6705 -0.7688 0.9997 0.0988 -0.1447 0.2144
N 2.5596 -0.0452 1.6765 -0.0073 0.0206 0.0125
C 2.5208 -0.1704 3.0209 0.0116 0.0145 0.0375
C 3.4463 0.4522 3.8074 -0.0021 -0.0090 0.0110
C 4.4354 1.2334 3.1935 -0.0149 -0.0072 -0.0245
C 4.4315 1.3710 1.8308 0.0137 0.0148 -0.0015
C 3.4583 0.7424 1.0325 -0.0174 0.0239 -0.1546
S 3.3268 0.9297 -0.6781 0.2272 0.2830 0.3745
H 1.7053 -0.7830 3.3746 -0.0093 -0.0032 -0.0264
H 3.3881 0.3392 4.8797 0.0091 0.0104 0.0013
H 5.1833 1.7389 3.7903 0.0032 0.0002 -0.0003
H 5.1591 1.9843 1.3176 0.0105 0.0016 0.0175
O 1.1932 0.4777 -2.9936 -0.1892 -0.3509 0.2316
N -0.0391 0.1609 -3.1187 -0.0985 -0.0912 -0.0834
C -0.3312 -0.7997 -3.9743 -0.0906 0.0965 -0.2087
C -1.7185 -1.1018 -4.1095 0.0037 0.0395 0.0212
N -2.8560 -1.2784 -4.1761 -0.0082 -0.0091 0.0195
C 0.6430 -1.5062 -4.7436 0.1074 0.0455 0.0359
N 1.4271 -2.0698 -5.3694 -0.0467 -0.0265 -0.0158
```
Forces are in eV/Å.

Summary:
Spin multiplicity = 1
HOMO (alpha / beta) = -4.2 / -4.2 eV
Total charge = -1
Electronic energy = -66395.0075 eV